Entry from the Open Molecules 2025 dataset: a cluster of 2 separate species, C4H10NP in total (ωB97M-V/def2-TZVPD).

Last column: Löwdin charge in e.
Geometry (Å):
C1 -0.540 2.216 -3.170  -0.036
C2 1.183 1.372 -0.163  -0.344
C3 -1.298 -0.502 -0.355  -0.316
C4 1.052 -1.179 0.907  -0.337
N1 -1.174 1.778 -2.328  0.075
P1 0.577 -0.309 -0.727  0.773
H1 0.254 2.444 -3.806  0.053
H2 0.669 1.441 0.875  0.059
H3 0.757 2.063 -0.908  -0.025
H4 2.221 1.572 0.001  0.013
H5 -1.873 -0.025 -1.197  -0.005
H6 -1.393 -1.532 -0.338  -0.014
H7 -1.549 0.112 0.524  0.038
H8 0.955 -2.218 0.665  0.000
H9 2.056 -0.849 1.174  0.019
H10 0.368 -0.900 1.760  0.048

* energy relative to the best compared isomer or geometry (same formula, charge and spin): 24.9 kcal per mole
* SMILES: CP(C)C.C#N
* E_tot: -554.44503 hartree
* net charge: 0